{"formula": "C24H56N8O8", "method": "wB97M-V/def2-TZVPD", "de_lowest_kcal_mol": 149.5, "homo_lumo_gap_ev": 9.1, "max_force_ev_per_a": 3.8, "homo_energy_ev": -8.40, "e_tot_ha": -1987.97105, "elements": ["C", "N", "C", "C", "O", "H", "H", "H", "H", "H", "H", "H", "C", "N", "C", "C", "O", "H", "H", "H", "H", "H", "H", "H", "C", "N", "C", "C", "O", "H", "H", "H", "H", "H", "H", "H", "C", "N", "C", "C", "O", "H", "H", "H", "H", "H", "H", "H", "C", "N", "C", "C", "O", "H", "H", "H", "H", "H", "H", "H", "C", "N", "C", "C", "O", "H", "H", "H", "H", "H", "H", "H", "C", "N", "C", "C", "O", "H", "H", "H", "H", "H", "H", "H", "C", "N", "C", "C", "O", "H", "H", "H", "H", "H", "H", "H"], "xyz": [[-0.062825, 0.644818, -4.796486], [-0.842911, -0.430790, -4.235601], [-0.798624, -1.769608, -4.799951], [-1.461387, -0.248689, -3.041084], [-1.929759, -1.164597, -2.407685], [-0.354426, 1.483901, -4.203235], [-0.484097, 0.887628, -5.856658], [1.023585, 0.390841, -4.709937], [-1.297565, -1.794857, -5.823570], [0.236282, -2.058177, -4.945121], [-1.277801, -2.431737, -4.098887], [-1.550703, 0.763341, -2.638697], [1.249627, -0.499090, 0.662137], [1.033547, -0.354949, -0.737939], [1.006258, 1.008159, -1.271232], [1.353494, -1.325602, -1.589089], [1.522625, -1.270002, -2.800109], [1.724403, -1.466357, 0.850409], [0.278232, -0.368648, 1.224879], [1.919144, 0.340891, 1.061202], [0.813240, 1.047223, -2.351114], [0.335139, 1.474410, -0.594432], [2.008228, 1.367703, -1.197416], [1.635544, -2.343748, -1.157041], [3.126107, -4.364144, 3.987407], [2.268732, -4.109441, 2.844364], [0.791703, -4.085000, 3.070152], [2.759201, -4.106946, 1.597015], [2.126654, -4.000147, 0.579006], [2.938571, -5.326758, 4.467116], [3.012766, -3.536032, 4.719487], [4.144798, -4.427566, 3.729740], [0.333961, -5.025997, 2.763324], [0.590119, -3.995292, 4.127027], [0.336837, -3.297463, 2.482058], [3.866733, -4.107009, 1.648570], [5.077702, -1.520554, -3.830827], [4.663550, -0.336350, -3.085651], [4.622195, -0.663980, -1.715994], [3.983561, 0.617205, -3.744308], [3.433196, 1.544128, -3.190072], [5.509909, -1.266538, -4.825785], [4.308073, -2.305854, -3.844550], [5.985300, -1.926516, -3.326936], [4.520674, 0.208048, -1.030293], [3.839528, -1.377245, -1.531075], [5.581539, -1.097756, -1.458808], [3.949079, 0.457480, -4.834544], [0.736394, 6.724342, -2.299474], [0.651631, 5.299454, -2.394997], [1.880681, 4.539003, -2.624186], [-0.508357, 4.629839, -2.220663], [-0.712822, 3.449056, -2.401360], [-0.054905, 7.195124, -2.786962], [1.698818, 7.043360, -2.786517], [0.794652, 7.073425, -1.262127], [1.616425, 3.599652, -3.077273], [2.489831, 5.106967, -3.326009], [2.288904, 4.159085, -1.678393], [-1.397184, 5.268543, -1.960461], [-0.387330, 4.296620, 4.391440], [0.351879, 3.077071, 4.149662], [-0.042318, 2.235256, 3.080014], [1.553579, 2.880358, 4.768548], [2.290188, 2.039307, 4.410187], [-1.432517, 4.148603, 4.682255], [-0.356176, 4.848362, 3.498331], [0.195888, 4.876737, 5.130951], [-1.112878, 1.978303, 3.281933], [-0.016148, 2.793745, 2.124615], [0.585824, 1.329027, 2.984011], [1.820390, 3.678706, 5.571631], [-2.466073, -3.708218, -0.493395], [-3.705725, -3.414337, 0.218659], [-4.971489, -3.244235, -0.502457], [-3.610102, -3.489229, 1.576022], [-2.595450, -3.656566, 2.211193], [-2.335791, -2.945299, -1.157967], [-2.480494, -4.723432, -1.052845], [-1.670475, -3.812082, 0.202120], [-5.114821, -2.294567, -0.967590], [-4.863176, -3.924340, -1.330264], [-5.779135, -3.506215, 0.165933], [-4.597457, -3.339360, 2.086066], [-5.948894, -0.021072, 3.617428], [-4.746414, 0.709005, 3.295152], [-3.754526, 0.030047, 2.446826], [-4.356074, 1.768064, 4.020654], [-3.233280, 2.272151, 3.913764], [-6.522376, -0.205461, 2.724844], [-6.608866, 0.555925, 4.248545], [-5.628889, -0.970179, 3.996757], [-4.296927, -0.587093, 1.799344], [-3.291168, 0.843566, 1.900946], [-3.025470, -0.611629, 3.062368], [-5.181119, 2.172274, 4.622974]], "atomic_forces_ev_per_a": [[-0.92, -0.49, -1.65], [-0.53, 0.07, 0.31], [-0.11, 0.73, -1.27], [0.36, -0.28, -0.66], [-0.85, -0.88, 0.86], [0.45, 0.96, 0.36], [1.32, -0.53, 1.47], [-0.82, 0.51, -0.43], [0.38, 0.06, 1.24], [0.23, -0.16, 0.09], [-0.16, -0.29, 0.01], [0.38, 0.43, -0.43], [-0.17, 1.13, 1.58], [0.26, 0.17, -1.59], [0.28, -1.18, -0.09], [1.50, -2.86, 0.04], [-0.37, 0.97, -0.35], [-0.30, 0.15, 0.22], [0.91, -0.44, -0.42], [-0.61, -1.14, -0.64], [-0.55, -0.13, 0.70], [-0.73, 1.32, -0.11], [0.74, 0.77, 0.34], [-0.80, 1.14, 0.43], [-1.15, 0.58, 0.83], [-1.16, -0.41, 0.72], [0.95, -0.54, -0.48], [0.97, 0.46, 0.95], [-0.57, -0.05, -0.86], [-0.49, 0.06, 0.08], [0.05, -0.62, -0.26], [1.28, 0.25, -0.74], [0.09, -0.05, -0.19], [0.07, 0.40, 0.22], [-0.06, 0.18, 0.09], [-0.02, -0.22, -0.39], [1.66, -0.10, -0.42], [0.68, -1.25, -2.01], [0.21, 1.46, 2.00], [-0.45, 0.06, 0.80], [-0.18, 0.61, -0.14], [-0.98, -0.10, 0.40], [0.14, 0.29, -0.23], [-0.73, 0.06, -0.12], [-0.28, -0.40, -0.75], [-0.36, -0.40, 0.30], [0.11, -0.25, 0.17], [0.18, 0.09, 0.04], [2.36, 0.11, 0.79], [0.05, -1.07, 0.01], [-0.97, -0.55, 0.13], [-1.14, 0.95, -0.38], [0.50, -0.63, 0.15], [-1.40, 0.81, -0.80], [-1.01, -0.22, 0.37], [-0.06, 0.02, -0.04], [-0.22, -0.28, -0.65], [0.48, -0.20, 0.55], [0.65, 0.86, -0.15], [0.75, 0.09, -0.05], [0.56, -0.45, 1.06], [0.73, 0.73, 1.78], [-1.45, -0.69, -0.82], [-1.91, 3.11, 0.40], [2.74, -2.64, -0.25], [0.26, -0.16, 0.12], [-0.24, 1.05, -1.35], [-0.63, -0.23, -0.11], [0.84, -0.14, -0.50], [0.08, -0.23, 0.17], [-0.35, 0.68, 0.31], [-0.57, -1.11, -0.88], [-1.29, -2.99, -0.17], [0.51, -0.32, 1.21], [1.45, -1.01, 0.39], [-1.43, 0.53, -0.58], [0.42, -0.19, 0.40], [0.90, 1.86, -1.95], [-0.43, 1.49, 0.74], [0.60, 0.31, 0.58], [0.08, 1.05, 0.11], [-0.64, -0.59, -0.33], [-0.35, -0.05, -0.08], [0.30, -0.07, -0.24], [0.25, 0.36, -0.70], [0.29, -0.29, 0.17], [0.70, 0.65, 2.02], [1.06, 0.43, -0.90], [-1.22, -0.20, 0.55], [-0.18, -0.14, -0.58], [0.11, -0.05, 0.60], [-0.35, -0.66, 0.75], [-0.63, -1.01, -1.12], [0.64, -0.34, -0.15], [-0.88, 1.09, -0.94], [0.20, 0.16, 0.31]]}


{"formula": "C24H57BBrNO12P2", "method": "wB97M-V/def2-TZVPD", "homo_lumo_gap_ev": 9.6, "max_force_ev_per_a": 6.0, "homo_energy_ev": -9.16, "e_tot_ha": -5187.85112, "elements": ["C", "C", "C", "P", "P", "O", "O", "O", "C", "Br", "N", "C", "O", "C", "C", "O", "C", "C", "B", "O", "O", "H", "H", "H", "H", "H", "H", "H", "H", "H", "H", "H", "H", "H", "H", "H", "H", "H", "C", "C", "C", "O", "H", "H", "H", "H", "H", "H", "H", "H", "C", "C", "C", "O", "H", "H", "H", "H", "H", "H", "H", "H", "C", "C", "C", "O", "H", "H", "H", "H", "H", "H", "H", "H", "C", "C", "C", "O", "H", "H", "H", "H", "H", "H", "H", "H", "C", "C", "C", "O", "H", "H", "H", "H", "H", "H", "H", "H"], "xyz": [[0.469870, -3.608006, -0.131139], [0.489499, -2.280789, 0.327625], [0.268271, -0.976436, -0.545033], [1.993673, -0.406964, -1.073427], [2.652738, -1.204632, -2.976038], [4.097702, -0.687260, -3.179703], [1.763756, -0.547163, -4.299347], [2.749141, -2.900044, -3.046689], [-0.214668, 0.332872, 0.311149], [-1.009548, 0.075174, 2.101432], [-0.862250, 1.219451, -0.682614], [-0.820349, 0.575646, -2.031556], [-0.751673, 1.146160, -3.124114], [-0.944749, -0.967599, -1.624679], [-0.820165, -2.097692, -2.759382], [-1.019816, -1.602729, -4.105510], [-1.534941, -2.730578, -4.881278], [-2.430294, -1.253567, -1.059655], [-3.602986, -0.909487, -2.115129], [-4.564609, -1.960136, -2.393825], [-3.823797, 0.346674, -2.777218], [0.307908, -4.453320, 0.624613], [0.664523, -3.936614, -1.195442], [0.735054, -2.129981, 1.437207], [1.853036, 1.019485, -1.308154], [1.744329, 0.415960, -4.074570], [2.617070, -3.212594, -3.972637], [0.777489, 0.853554, 0.567234], [-1.757617, 1.653891, -0.439744], [-1.573475, -2.957764, -2.620170], [0.207455, -2.624463, -2.757619], [-2.587410, -3.028134, -4.545573], [-0.801553, -3.585844, -4.713697], [-1.620179, -2.471863, -5.989942], [-2.672504, -0.701724, -0.094526], [-2.518342, -2.371713, -0.804878], [-5.265756, -1.538410, -2.944509], [-3.342377, 0.339794, -3.638371], [-4.931522, -0.233075, -6.372045], [-4.205728, -1.360409, -7.089052], [-4.627984, -1.451032, -8.547054], [-4.486630, -2.597399, -6.435153], [-6.013759, -0.397995, -6.380807], [-4.627340, -0.186625, -5.323190], [-4.722314, 0.732110, -6.839720], [-3.126409, -1.199260, -7.028704], [-5.699757, -1.657785, -8.630680], [-4.107418, -2.271876, -9.046919], [-4.409455, -0.522345, -9.079959], [-5.439264, -2.748717, -6.483123], [0.460931, 3.674007, 5.540730], [0.987652, 2.864638, 4.366209], [2.471444, 3.112227, 4.146739], [0.267234, 3.215151, 3.185633], [0.581815, 4.746114, 5.360860], [-0.608715, 3.495433, 5.680975], [0.983681, 3.413567, 6.465021], [0.815438, 1.799729, 4.546933], [2.661831, 4.166409, 3.918593], [2.835058, 2.533026, 3.292690], [3.052738, 2.835746, 5.031276], [0.412221, 4.157466, 3.015132], [6.018449, 3.086122, 7.610966], [4.657632, 2.513947, 7.975650], [4.794000, 1.263986, 8.830901], [3.940468, 2.197732, 6.783255], [6.602111, 2.364677, 7.030245], [5.905655, 3.976815, 6.987469], [6.586443, 3.354848, 8.505078], [4.075301, 3.265983, 8.514521], [5.335575, 0.479878, 8.292150], [3.809428, 0.857413, 9.075914], [5.325302, 1.478247, 9.761544], [4.447105, 1.532652, 6.298543], [-1.852768, 6.711871, 1.659231], [-1.569078, 6.884222, 3.143005], [-1.498444, 8.354001, 3.525948], [-0.332664, 6.249277, 3.466970], [-1.057726, 7.160908, 1.055186], [-1.889432, 5.651411, 1.396258], [-2.803692, 7.173785, 1.382693], [-2.350128, 6.389706, 3.726208], [-0.691248, 8.859508, 2.986162], [-1.282923, 8.462917, 4.592000], [-2.438782, 8.864973, 3.305326], [0.366104, 6.679611, 2.956254], [0.910329, -8.083161, -0.611504], [1.150189, -7.213133, -1.835324], [2.243156, -7.791901, -2.720180], [1.521853, -5.899771, -1.418746], [1.814435, -8.151267, 0.001954], [0.130822, -7.649858, 0.020741], [0.606700, -9.093001, -0.898117], [0.223545, -7.121620, -2.408420], [3.193002, -7.850025, -2.179275], [2.412741, -7.151165, -3.589362], [1.979323, -8.793042, -3.070003], [2.340969, -5.968777, -0.910680]], "atomic_forces_ev_per_a": [[0.05, 1.99, 0.89], [-0.15, -1.91, -0.48], [-1.78, -0.19, 0.67], [0.07, -0.39, 1.21], [4.35, 1.13, -3.91], [-3.63, -0.99, 1.24], [0.80, -1.10, 2.53], [-1.54, 2.37, -0.55], [2.73, 0.58, -0.74], [-0.17, 0.06, -1.06], [0.15, -0.79, -0.94], [-1.06, 0.06, -0.39], [-0.25, -1.48, 3.56], [0.33, -1.14, -1.13], [1.08, -0.54, -0.57], [-1.23, -1.08, 0.30], [0.00, -0.07, -0.19], [0.13, -0.28, 0.73], [-1.41, -0.95, -0.93], [1.11, 2.54, 0.19], [0.96, -1.59, 0.05], [0.87, 1.40, -1.10], [-0.95, 0.63, 1.42], [-0.98, 0.00, -1.68], [-0.13, -0.95, -0.68], [-0.14, -0.88, -0.43], [0.09, 0.35, 0.78], [-1.63, -0.55, 0.28], [0.64, -0.06, -0.16], [0.99, 1.45, 0.37], [-1.31, 0.90, 0.21], [1.41, 0.35, -0.26], [-1.02, 0.73, -0.52], [0.46, -0.15, 1.64], [0.43, -0.51, -1.10], [0.28, 1.70, -0.30], [0.67, -0.57, 0.44], [-0.31, 0.25, 0.89], [0.16, 0.15, 0.17], [-0.72, 0.06, -0.16], [0.20, -0.08, -0.21], [0.25, -0.12, 0.14], [0.04, 0.00, -0.13], [0.01, 0.01, -0.11], [-0.05, -0.04, 0.05], [-0.07, -0.16, 0.10], [0.01, 0.12, 0.08], [0.03, 0.10, 0.05], [-0.05, -0.06, 0.01], [0.14, 0.03, -0.02], [-0.14, -0.05, 0.27], [0.20, 0.71, -0.06], [0.26, -0.31, -0.02], [-0.09, -0.29, -0.26], [0.09, -0.09, -0.04], [0.08, -0.05, -0.02], [0.00, -0.01, -0.05], [-0.09, 0.05, -0.18], [-0.10, 0.02, 0.10], [-0.08, -0.01, 0.03], [-0.18, 0.20, -0.24], [-0.21, -0.12, 0.23], [0.04, 0.30, -0.04], [0.52, -0.47, -0.14], [-0.21, -0.07, 0.21], [-0.14, 0.07, 0.20], [-0.04, -0.07, 0.13], [-0.03, -0.04, 0.11], [0.00, -0.03, -0.07], [-0.11, -0.07, -0.21], [0.09, 0.12, 0.00], [0.06, 0.10, 0.02], [-0.01, -0.05, -0.06], [-0.04, 0.08, 0.10], [-0.15, -0.26, -0.10], [0.20, 0.44, -0.49], [-0.06, 0.08, 0.29], [0.18, -0.25, 0.13], [-0.05, 0.11, 0.08], [-0.06, 0.07, 0.07], [0.07, -0.01, -0.02], [0.23, -0.11, 0.04], [-0.09, -0.06, -0.11], [-0.08, -0.04, -0.07], [0.08, 0.00, 0.00], [-0.15, 0.06, 0.08], [-0.27, -0.02, 0.12], [0.60, -0.28, 0.30], [-0.02, 0.02, -0.29], [-0.11, -0.14, -0.23], [0.04, -0.05, -0.14], [0.01, -0.05, -0.11], [0.04, 0.04, 0.05], [0.07, 0.21, 0.08], [-0.10, -0.07, 0.08], [-0.08, -0.06, 0.04], [0.06, 0.05, 0.02], [-0.09, 0.03, -0.10]]}